# 1
ORCA calculation (ωB97M-V with the def2-TZVPD basis set) on C4H8Si as an isolated structure in a non-equilibrium geometry.

Values from the calculation:
2S+1: 1
Energy above the lowest of the compared OMol25 structures with the same formula, charge and spin in kcal per mole: 68.1
Kohn-Sham gap in Ha: 0.292
Net charge: 0
Lowest unoccupied orbital energy in eV: 0.77
E in eV: -12151.18228

Geometry as XYZ:
```
13
Properties=species:S:1:pos:R:3:lowdin_charge:R:1
C -1.04971 2.19322 -0.82068 -0.14
C -0.99636 0.87773 -0.91189 -0.28
C 0.31332 -1.60956 1.33325 -0.20
C 1.01975 -1.49672 -0.04777 -0.47
Si 0.55505 0.33289 0.04284 0.79
H -1.75612 2.72548 -1.42155 0.05
H -0.52667 2.74939 -0.13513 -0.01
H -1.61491 0.18652 -1.47326 0.06
H -0.63398 -2.19927 1.43997 0.04
H 0.77854 -1.30214 2.23820 -0.02
H 2.15657 -1.92932 -0.01943 0.10
H 0.38841 -2.13378 -0.76959 0.08
H 1.36610 1.60557 0.54504 0.00
```

=====

# 2
ORCA calculation (ωB97M-V with the def2-TZVPD basis set) on C20H25N6ORuS3Se3Te as an isolated structure.

Values from the calculation:
2S+1: 6
Energy above the lowest of the compared OMol25 structures with the same formula, charge and spin in kcal per mole: 0.0
Kohn-Sham gap (spin up / spin down) in Ha: 0.238 / 0.187
Net charge: 0
Lowest unoccupied orbital energy (spin up / spin down) in eV: 0.34 / -1.17
E in eV: -270553.50611

Geometry as XYZ:
```
60
Properties=species:S:1:pos:R:3:lowdin_charge:R:1
Ru 0.58127 1.24539 -0.22761 0.75
C -1.32754 1.40114 2.83676 -0.15
C 0.15208 1.57576 2.89304 -0.64
N 0.98396 1.56985 1.87945 -0.05
C 2.30223 1.69273 2.30263 -0.31
C 2.45000 1.79823 3.64617 -0.34
S 0.92731 1.72783 4.40651 1.09
C 3.37986 1.73930 1.30827 -0.35
C 4.72011 1.76048 1.54698 -0.33
S 5.56173 1.80885 0.06112 1.07
C 4.07661 1.79658 -0.79134 -0.70
N 3.03485 1.76646 -0.01640 -0.06
C 3.97274 1.76765 -2.28070 -0.09
H -1.63342 1.09751 1.83769 0.03
H -1.81247 2.34917 3.06532 0.00
H -1.63555 0.64327 3.55674 0.07
H 3.36258 1.92295 4.20248 0.08
H 5.23563 1.74112 2.49178 0.07
H 4.65236 2.48040 -2.74619 0.08
H 2.94533 2.00309 -2.55690 0.05
H 4.20953 0.76705 -2.64876 0.09
Se 2.22538 4.62719 -1.19501 0.05
Se 1.32805 6.34565 -0.28832 0.01
Te -1.76746 4.47132 1.12288 0.16
Se -1.11521 2.98485 -0.71799 -0.17
O 0.52568 1.06684 -2.24126 -0.39
N 0.79126 -0.13715 -2.78856 -0.18
C 0.46774 -0.22948 -4.10385 -0.02
C 0.71849 -1.36533 -4.80935 -0.06
C 1.32381 -2.44123 -4.13515 -0.07
C 1.63058 -2.32368 -2.81199 -0.09
C 1.36002 -1.13745 -2.08250 -0.66
S 1.73270 -0.97100 -0.43172 0.69
H 0.01384 0.66879 -4.49281 0.14
H 0.45085 -1.41608 -5.85342 0.11
H 1.54432 -3.36097 -4.66006 0.11
H 2.09033 -3.13353 -2.26393 0.10
C -2.43526 -2.82007 2.86619 -0.16
C -0.97969 -2.55468 2.53552 -0.19
N -0.89376 -1.41559 1.64252 0.05
C -1.79161 -1.19477 0.61583 -0.40
N -1.44590 -0.38094 -0.32367 0.00
C -2.37854 -0.23956 -1.43169 -0.26
C -3.80693 -0.19396 -0.92190 -0.16
C -4.09034 -1.49913 -0.20617 -0.16
N -3.01093 -1.81724 0.71966 -0.04
C -3.19382 -2.98260 1.56397 -0.16
H -2.84684 -1.98077 3.43112 0.12
H -2.53016 -3.72142 3.47262 0.12
H -0.53642 -3.45540 2.08921 0.12
H -0.40918 -2.32249 3.43711 0.12
H 0.03669 -1.16627 1.33075 0.02
H -2.25514 -1.08391 -2.12562 0.12
H -2.12676 0.67178 -1.97345 0.05
H -4.52855 -0.04525 -1.72629 0.12
H -3.89579 0.64798 -0.23058 0.12
H -4.20113 -2.31085 -0.93764 0.12
H -5.02067 -1.44898 0.36699 0.12
H -2.85393 -3.89386 1.05091 0.13
H -4.26494 -3.09557 1.74061 0.12
```

=====

# 3
ORCA calculation (ωB97M-V with the def2-TZVPD basis set) on a 5-piece molecular cluster, C25H20Cl4F4 overall in a non-equilibrium geometry.

Values from the calculation:
SMILES: ClC(Cl)(Cl)Cl.Fc1ccccc1.Fc1ccccc1.Fc1ccccc1.Fc1ccccc1
2S+1: 1
Energy above the lowest of the compared OMol25 structures with the same formula, charge and spin in kcal per mole: 0.0
Kohn-Sham gap in Ha: 0.345
Net charge: 0
Lowest unoccupied orbital energy in eV: 0.20
E in eV: -87207.54471

Geometry as XYZ:
```
53
Properties=species:S:1:pos:R:3:lowdin_charge:R:1
Cl 13.51108 6.93711 -21.22733 0.53
C 14.59303 7.80972 -22.40215 -1.95
Cl 16.17924 7.02710 -22.18035 0.53
Cl 14.07114 7.52711 -24.07751 0.54
Cl 14.61960 9.57313 -22.07530 0.52
F 13.38466 1.97898 -24.12074 0.06
C 12.68939 2.17031 -22.97764 -0.30
C 12.52311 3.46018 -22.51749 -0.01
C 11.72710 3.74554 -21.40244 -0.08
C 11.07886 2.71180 -20.75031 -0.10
C 11.30760 1.42061 -21.16286 -0.07
C 12.11776 1.15051 -22.29612 -0.02
H 13.05935 4.26621 -22.99621 0.10
H 11.53962 4.77211 -21.12421 0.07
H 10.52521 3.01802 -19.87504 0.09
H 10.74585 0.64478 -20.66392 0.10
H 12.14982 0.15529 -22.71432 0.11
F 20.02850 7.07683 -19.28405 0.02
C 20.74681 6.78371 -20.43952 -0.22
C 22.05735 6.28549 -20.31778 -0.02
C 22.78410 6.00990 -21.44709 -0.10
C 22.28328 6.35092 -22.68790 -0.09
C 20.97833 6.83428 -22.80788 -0.08
C 20.16265 6.97256 -21.69688 -0.02
H 22.51600 6.03533 -19.37254 0.11
H 23.82969 5.74320 -21.40213 0.11
H 22.94550 6.33711 -23.54095 0.10
H 20.56625 7.13758 -23.75898 0.10
H 19.11722 7.22172 -21.80368 0.08
F 18.26241 6.04337 -24.59109 0.03
C 17.90186 5.73615 -25.85145 -0.27
C 18.90749 5.17284 -26.60680 -0.02
C 18.57680 4.72610 -27.88609 -0.08
C 17.28095 4.87669 -28.37346 -0.11
C 16.25988 5.45782 -27.63352 -0.07
C 16.56904 5.89412 -26.31745 0.00
H 19.91376 5.06311 -26.23027 0.11
H 19.28412 4.17551 -28.48855 0.10
H 17.05351 4.45723 -29.34234 0.10
H 15.30852 5.65707 -28.10428 0.10
H 15.80512 6.24575 -25.63982 0.04
F 11.70772 6.25835 -19.16720 -0.05
C 11.04278 5.67567 -18.08523 -0.26
C 9.64768 5.50885 -18.12699 -0.02
C 9.05648 4.72823 -17.15145 -0.09
C 9.83147 4.25194 -16.10029 -0.10
C 11.18431 4.56312 -15.98355 -0.05
C 11.80794 5.29187 -17.03993 -0.01
H 9.05413 5.99834 -18.88494 0.12
H 7.99970 4.50744 -17.18094 0.11
H 9.37137 3.55570 -15.41475 0.10
H 11.82297 4.22755 -15.17986 0.10
H 12.83990 5.60175 -16.96623 0.12
```

=====

# 4
ORCA calculation (ωB97M-V with the def2-TZVPD basis set) on C32H44Br2GeIrN6SSi3 as an isolated structure in a non-equilibrium geometry.

Values from the calculation:
2S+1: 2
Energy above the lowest of the compared OMol25 structures with the same formula, charge and spin in kcal per mole: 38.5
Kohn-Sham gap (spin up / spin down) in Ha: 0.228 / 0.203
Net charge: +2
Lowest unoccupied orbital energy (spin up / spin down) in eV: -6.45 / -7.12
E in eV: -276735.19401

Geometry as XYZ:
```
90
Properties=species:S:1:pos:R:3:lowdin_charge:R:1
Ir -0.57009 -0.73058 -0.35022 0.94
N -2.64208 0.15154 3.61070 0.12
C -2.07305 0.22232 2.40305 -0.77
S -0.57360 -0.65818 2.19766 0.71
N -2.64816 0.92194 1.48049 0.03
N -2.01238 0.96755 0.30448 -0.06
C -2.40172 1.80250 -0.59377 -0.20
C -3.50817 2.76542 -0.39199 -0.18
C -4.74975 2.33151 0.07182 -0.04
C -5.75591 3.24502 0.33306 -0.05
C -5.52616 4.60400 0.15691 -0.05
C -4.30110 5.04220 -0.32381 -0.05
C -3.29847 4.12774 -0.60584 -0.04
C -1.60613 1.75497 -1.81748 -0.22
C -1.84769 2.56551 -2.91810 0.02
C -0.97738 2.54437 -3.99226 0.00
C 0.12974 1.71571 -3.93295 -0.02
C 0.27023 0.89229 -2.83575 -0.17
N -0.58444 0.87893 -1.80685 -0.06
H -2.23426 -0.39811 4.34541 0.10
H -3.51481 0.62775 3.76999 0.12
H -4.92832 1.27449 0.21566 0.10
H -6.72414 2.90261 0.67302 0.11
H -6.29959 5.31941 0.40203 0.12
H -4.12859 6.09924 -0.47584 0.12
H -2.33537 4.48100 -0.95543 0.12
H -2.71149 3.21381 -2.92047 0.13
H -1.14839 3.17040 -4.85776 0.13
H 0.87043 1.70414 -4.71992 0.12
H 1.10649 0.22865 -2.74381 0.01
Br -6.75397 -3.25523 0.25930 0.87
C -5.05187 -2.63793 -0.21362 -0.66
C -4.91790 -1.47442 -0.95551 -0.07
C -3.64292 -1.01759 -1.21564 -0.10
N -2.53789 -1.64465 -0.80177 -0.01
C -2.67609 -2.81984 -0.17172 -0.21
C -3.91666 -3.33623 0.16015 -0.03
C -1.41769 -3.51507 0.13436 -0.19
C -1.37684 -4.88431 0.32090 -0.02
C -0.16927 -5.50212 0.59284 -0.65
Br -0.06057 -7.35492 0.81363 0.88
C 0.97073 -4.72477 0.69280 -0.08
C 0.85683 -3.37048 0.46808 -0.20
N -0.29460 -2.76017 0.17206 -0.11
H -5.78559 -0.93519 -1.30756 0.12
H -3.50164 -0.10260 -1.77373 0.11
H -3.99685 -4.25777 0.71789 0.12
H -2.27908 -5.46862 0.21568 0.12
H 1.92697 -5.17094 0.92452 0.12
H 1.72492 -2.73386 0.54122 0.02
C 4.68031 -0.57681 -1.36038 -0.20
Si 3.08740 -1.31837 -1.97545 0.58
C 2.82754 -0.87254 -3.77127 -0.21
C 2.97573 -3.17477 -1.83981 -0.20
Ge 1.67897 -0.08358 0.32166 0.59
Si 2.78204 -0.89161 2.57096 0.40
C 2.52609 0.53722 3.74570 -0.21
C 4.57445 -1.20009 2.12558 -0.22
C 2.06587 -2.49551 3.24349 -0.23
Si 2.33291 2.35339 0.55669 0.40
C 4.11831 2.46043 1.10333 -0.20
C 1.06901 3.09452 1.72546 -0.20
C 2.16194 2.98151 -1.20426 -0.22
H 5.48761 -0.90471 -2.02559 0.06
H 4.92198 -0.90970 -0.35547 -0.01
H 4.65956 0.51385 -1.37452 0.03
H 3.58055 -1.42807 -4.33950 0.06
H 2.97912 0.18759 -3.98205 0.04
H 1.85370 -1.17214 -4.16187 0.04
H 3.48471 -3.59322 -2.71360 0.05
H 1.95050 -3.54357 -1.85778 0.03
H 3.47051 -3.56294 -0.94835 0.04
H 3.20716 1.36195 3.55457 0.01
H 2.70695 0.19467 4.76836 0.05
H 1.50410 0.91385 3.69753 0.01
H 5.02008 -0.40315 1.53393 0.00
H 4.69117 -2.14763 1.59530 0.03
H 5.15640 -1.27549 3.05032 0.05
H 1.01776 -2.64054 2.99089 -0.03
H 2.13896 -2.49446 4.33449 0.05
H 2.62906 -3.35759 2.88045 0.03
H 4.25284 2.29725 2.16979 0.02
H 4.49422 3.46464 0.88549 0.05
H 4.75384 1.75096 0.57201 0.01
H 1.48708 3.26371 2.71859 0.04
H 0.19744 2.44508 1.82995 0.00
H 0.71754 4.06075 1.35422 0.04
H 2.72714 2.36636 -1.90804 0.02
H 2.53656 4.00665 -1.28794 0.05
H 1.11725 2.99066 -1.51880 0.01
```

=====

# 5
ORCA calculation (ωB97M-V with the def2-TZVPD basis set) on one molecule with the formula C5H14N2 in a non-equilibrium geometry.

Values from the calculation:
SMILES: CNCCCCN
2S+1: 1
Energy above the lowest of the compared OMol25 structures with the same formula, charge and spin in kcal per mole: 48.4
Kohn-Sham gap in Ha: 0.355
Net charge: 0
Lowest unoccupied orbital energy in eV: 1.10
E in eV: -8390.52204

Geometry as XYZ:
```
21
Properties=species:S:1:pos:R:3:lowdin_charge:R:1
C -0.98682 1.81547 -2.38960 -0.14
N -0.56773 0.62878 -1.65771 -0.14
C -0.64963 0.81012 -0.22074 -0.29
C -0.84975 -0.38962 0.72110 -0.19
C 0.20716 -1.55100 0.33604 -0.16
C 1.47034 -1.53375 1.27003 -0.26
N 1.85897 -0.31072 1.98638 -0.02
H -0.90253 1.60879 -3.44725 0.07
H -1.98440 2.12966 -2.06506 0.07
H -0.31186 2.63524 -2.08038 0.08
H -1.06044 -0.20803 -1.94887 0.10
H -1.09422 1.71891 0.21102 0.12
H 0.41517 1.00313 0.03784 0.09
H -1.90939 -0.65761 0.66495 0.10
H -0.51876 -0.15462 1.73094 0.09
H 0.39778 -1.31321 -0.70112 0.08
H -0.37714 -2.43063 0.60771 0.09
H 1.40093 -2.35148 1.97985 0.10
H 2.32647 -1.63950 0.58229 0.10
H 1.55373 0.47445 1.43500 0.04
H 1.58213 -0.28437 2.94757 0.06
```

=====

Which value of net charge does entry 4 give? +2

=====

Please write out number 1 again, unchanged.
ORCA calculation (ωB97M-V with the def2-TZVPD basis set) on C4H8Si as an isolated structure in a non-equilibrium geometry.

Values from the calculation:
2S+1: 1
Energy above the lowest of the compared OMol25 structures with the same formula, charge and spin in kcal per mole: 68.1
Kohn-Sham gap in Ha: 0.292
Net charge: 0
Lowest unoccupied orbital energy in eV: 0.77
E in eV: -12151.18228

Geometry as XYZ:
```
13
Properties=species:S:1:pos:R:3:lowdin_charge:R:1
C -1.04971 2.19322 -0.82068 -0.14
C -0.99636 0.87773 -0.91189 -0.28
C 0.31332 -1.60956 1.33325 -0.20
C 1.01975 -1.49672 -0.04777 -0.47
Si 0.55505 0.33289 0.04284 0.79
H -1.75612 2.72548 -1.42155 0.05
H -0.52667 2.74939 -0.13513 -0.01
H -1.61491 0.18652 -1.47326 0.06
H -0.63398 -2.19927 1.43997 0.04
H 0.77854 -1.30214 2.23820 -0.02
H 2.15657 -1.92932 -0.01943 0.10
H 0.38841 -2.13378 -0.76959 0.08
H 1.36610 1.60557 0.54504 0.00
```

=====

The highest 2S+1 belongs to which entry? C20H25N6ORuS3Se3Te

=====

net charge of number 5 (C5H14N2)? 0